[1]
Density functional theory data (ωB97M-V with the def2-TZVPD basis set) for a single O4P2 molecule.

Each line ends with the natural charge from an NBO analysis.
Element x y z (Å)
1 O -1.4018 0.7949 -1.9479  -0.94
2 O -0.7823 0.1889 2.3945  -0.94
3 O 0.9962 -0.2664 -1.4445  -0.92
4 O 1.1997 -0.6447 0.9133  -0.94
5 P -0.3158 0.2667 -1.1422  1.89
6 P -0.0985 -0.0599 1.1367  1.85

## Properties
Total energy = -26767.5591 eV
Relative energy (zero: lowest compared OMol25 entry of this formula, charge and spin) = 56.4 kJ/mol
Largest force on an atom = 1.37 eV/A
LUMO level = -2.1 eV
Molecular weight = 125.94 g mol⁻¹
Highest occupied orbital energy = -0.4409 Eh
SMILES = O=P(=O)P(=O)=O
Net charge = 0

***

[2]
Density functional theory data (ωB97M-V with the def2-TZVPD basis set) for a molecular structure, O4PSn.

Each line ends with the natural charge from an NBO analysis.
Element x y z (Å)
1 Sn -10.7526 -10.7820 -3.6923  1.20
2 P -11.9853 -8.3070 -3.3575  2.41
3 O -13.0621 -8.1847 -2.2938  -1.17
4 O -11.2716 -7.1518 -4.1091  -1.17
5 O -12.2334 -9.4559 -4.3810  -1.20
6 O -10.6946 -8.5368 -2.4578  -1.08

## Properties
Total energy = -23312.2296 eV
Relative energy (zero: lowest compared OMol25 entry of this formula, charge and spin) = 90.3 kJ/mol
Largest force on an atom = 7.14 eV/A
LUMO level = 1.7 eV
Molecular weight = 213.68 g mol⁻¹
Highest occupied orbital energy = -0.1185 Eh
Net charge = -1

***

[3]
Density functional theory data (ωB97M-V with the def2-TZVPD basis set) for a molecular structure, O4RbS.

Each line ends with the Mulliken charge.
Element x y z (Å)
1 Rb 0.0017 -1.8331 -2.0855  0.93
2 S -0.0637 -0.4473 0.5910  0.28
3 O 0.7194 1.4460 -1.9239  -0.72
4 O -0.6575 -1.4406 1.9212  -0.62
5 O 0.0024 1.2454 -0.3451  -0.27
6 O -0.0023 1.0296 1.8423  -0.59

## Properties
Total energy = -19670.0600 eV
Relative energy (zero: lowest compared OMol25 entry of this formula, charge and spin) = 1185.2 kJ/mol
Largest force on an atom = 10.58 eV/A
LUMO level = 1.2 eV
Molecular weight = 181.53 g mol⁻¹
Highest occupied orbital energy = -0.1096 Eh
Net charge = -1

***

[4]
Density functional theory data (ωB97M-V with the def2-TZVPD basis set) for 2 unconnected molecules or ions with the total composition O4S.

Each line ends with the natural charge from an NBO analysis.
Element x y z (Å)
1 O -0.5722 -2.3103 -0.8499  -0.20
2 O -1.4395 0.9993 0.1883  -0.80
3 O 1.2166 0.7516 -0.2988  -0.38
4 O 0.9159 0.4372 1.0281  -0.39
5 S -0.2833 0.1654 -0.0053  1.77

## Properties
Total energy = -19014.3281 eV
Relative energy (zero: lowest compared OMol25 entry of this formula, charge and spin) = 589.8 kJ/mol
Largest force on an atom = 3.60 eV/A
LUMO level (spin up / spin down) = -4.2 / -4.2 eV
Molecular weight = 96.06 g mol⁻¹
Highest occupied orbital energy (spin up / spin down) = -0.4419 / -0.4419 Eh
Net charge = 0